Record 1
{
  "formula": "C6H15N5",
  "method": "ωB97M-V/def2-TZVPD",
  "de_lowest_kcal_mol": 57.9,
  "e_lumo_ev": [-10.0792, -9.0004],
  "spin_multiplicity": 1,
  "homo_lumo_gap_ev": [5.73, 7.76],
  "total_charge": 2,
  "max_force_ha_per_bohr": 0.031,
  "e_homo_ev": [-15.8, -16.8],
  "species": ["C", "C", "C", "C", "C", "C", "N", "N", "N", "N", "N", "H", "H", "H", "H", "H", "H", "H", "H", "H", "H", "H", "H", "H", "H", "H"],
  "xyz": [[-2.12, 1.27, 0.42], [-1.99, 0.09, -0.34], [-1.37, -1.06, 0.18], [1.22, -0.41, -1.56], [2.66, 0.77, 0.12], [1.22, 0.39, -0.24], [-1.54, -2.21, 0.46], [-2.39, 0.04, -1.63], [1.22, -1.22, 1.43], [-1.68, 1.47, 1.63], [0.55, -0.34, 0.79], [-2.70, 2.07, -0.04], [1.75, 0.16, -2.31], [1.74, -1.36, -1.43], [0.21, -0.60, -1.92], [3.35, -0.07, 0.02], [2.72, 1.17, 1.13], [3.00, 1.54, -0.56], [0.61, 1.29, -0.40], [-1.03, -3.04, 0.70], [-2.82, 0.85, -2.06], [-2.57, -0.84, -2.08], [2.20, -1.42, 1.22], [0.80, -1.69, 2.23], [-1.89, 2.34, 2.11], [-1.12, 0.80, 2.13]],
  "mulliken_charge": [-0.311, 0.705, 0.152, -1.103, -1.595, 0.363, -0.287, -0.339, -0.623, -0.177, 0.471, 0.404, 0.442, 0.331, 0.308, 0.446, 0.459, 0.429, 0.106, 0.315, 0.231, 0.278, 0.248, 0.247, 0.288, 0.214]
}

***

Record 2
{
  "formula": "C17H22I3N3O8",
  "method": "ωB97M-V/def2-TZVPD",
  "e_lumo_ev": -0.2964,
  "spin_multiplicity": 1,
  "homo_lumo_gap_ev": 8.85,
  "smiles": "C[C@H](O)C(=O)Nc1c(I)c(C(=O)NC(CO)CO)c(I)c(C(=O)NC(CO)CO)c1I",
  "max_force_ha_per_bohr": 0.013,
  "e_homo_ev": -9.1,
  "species": ["C", "H", "H", "H", "C", "C", "O", "N", "C", "C", "C", "C", "C", "C", "I", "C", "O", "N", "H", "C", "C", "H", "O", "H", "H", "H", "C", "O", "H", "H", "H", "I", "C", "O", "N", "H", "C", "C", "O", "H", "H", "H", "H", "C", "O", "H", "H", "H", "I", "H", "O", "H", "H"],
  "xyz": [[-4.40, -3.99, -0.34], [-3.90, -3.91, -1.30], [-5.02, -4.89, -0.33], [-5.05, -3.13, -0.20], [-3.38, -4.08, 0.80], [-2.62, -2.76, 0.85], [-2.85, -1.92, 1.68], [-1.71, -2.59, -0.16], [-0.89, -1.46, -0.22], [-1.45, -0.19, -0.36], [-0.65, 0.95, -0.30], [0.73, 0.81, -0.14], [1.31, -0.45, -0.07], [0.49, -1.56, -0.11], [1.39, -3.48, -0.01], [2.79, -0.60, 0.17], [3.20, -0.81, 1.29], [3.51, -0.53, -0.97], [3.01, -0.26, -1.80], [4.96, -0.51, -1.12], [5.71, -1.36, -0.07], [6.72, -1.52, -0.45], [5.85, -0.74, 1.18], [4.97, -0.75, 1.59], [5.21, -2.33, 0.02], [5.17, -0.95, -2.10], [5.46, 0.95, -1.13], [5.12, 1.65, 0.03], [5.52, 1.17, 0.78], [5.00, 1.50, -1.96], [6.55, 0.94, -1.28], [1.95, 2.53, 0.00], [-1.24, 2.32, -0.53], [-1.36, 2.78, -1.64], [-1.53, 2.97, 0.61], [-1.55, 2.46, 1.49], [-2.16, 4.28, 0.60], [-3.69, 4.13, 0.68], [-4.19, 3.23, -0.27], [-3.87, 3.49, -1.14], [-3.97, 3.73, 1.66], [-4.15, 5.13, 0.57], [-1.89, 4.73, -0.37], [-1.59, 5.15, 1.73], [-0.29, 5.59, 1.48], [0.28, 4.84, 1.29], [-2.20, 6.05, 1.84], [-1.64, 4.58, 2.67], [-3.50, 0.05, -0.73], [-1.41, -3.41, -0.67], [-4.00, -4.30, 2.04], [-4.17, -3.43, 2.43], [-2.70, -4.92, 0.63]],
  "mulliken_charge": [-1.127, 0.347, 0.357, 0.224, -0.019, 0.419, -0.623, 0.045, 0.876, -0.316, 1.153, -0.438, 1.283, -0.563, 0.032, -0.677, -0.800, 0.095, 0.380, -0.214, -0.702, 0.457, -0.698, 0.457, 0.322, 0.350, -0.707, -0.432, 0.362, 0.407, 0.346, -0.021, -0.949, -0.632, 0.271, 0.340, 0.112, -0.804, -0.450, 0.340, 0.348, 0.336, 0.291, -0.699, -0.511, 0.235, 0.384, 0.326, 0.046, 0.320, -0.571, 0.373, 0.322]
}

***

Record 3
{
  "formula": "C11H15NPV",
  "method": "ωB97M-V/def2-TZVPD",
  "e_lumo_ev": [-0.1187, -0.1410],
  "spin_multiplicity": 3,
  "s2": 2.056,
  "homo_lumo_gap_ev": [5.43, 4.68],
  "max_force_ha_per_bohr": 0.058,
  "e_homo_ev": [-5.5, -4.8],
  "species": ["C", "C", "C", "C", "C", "V", "P", "H", "H", "H", "H", "H", "H", "H", "H", "C", "C", "C", "C", "N", "C", "C", "H", "H", "H", "H", "H", "H", "H"],
  "xyz": [[0.94, 2.56, -2.10], [0.68, 1.23, -2.79], [-0.72, 1.05, -2.67], [-1.35, 2.16, -2.13], [-0.39, 3.06, -1.56], [0.06, 1.22, -0.81], [1.18, 2.57, 0.91], [1.88, 3.07, -2.20], [1.37, 0.49, -3.20], [-1.30, 0.22, -2.96], [-0.76, 3.79, -0.81], [-2.46, 2.21, -2.16], [0.37, 2.89, 2.05], [1.84, 3.88, 0.80], [2.33, 2.06, 1.56], [-0.15, -3.72, 2.61], [-0.32, -2.75, 1.51], [-1.27, -1.74, 1.71], [-1.28, -0.69, 0.82], [-0.43, -0.72, -0.26], [0.62, -1.61, -0.34], [0.69, -2.67, 0.54], [0.01, -3.25, 3.60], [-1.03, -4.35, 2.81], [0.66, -4.42, 2.43], [-2.00, -1.74, 2.53], [-1.98, 0.14, 0.81], [1.32, -1.51, -1.19], [1.47, -3.42, 0.50]],
  "mulliken_spin": [-0.069, -0.008, 0.032, 0.006, -0.099, 2.009, -0.018, 0.000, 0.014, 0.002, 0.018, 0.003, -0.015, 0.011, 0.000, -0.003, 0.017, -0.013, 0.064, 0.024, 0.049, -0.016, 0.002, 0.002, 0.000, -0.001, -0.008, -0.003, 0.000]
}

***

Record 4
{
  "formula": "C50H114N8O10",
  "method": "ωB97M-V/def2-TZVPD",
  "e_lumo_ev": -10.3221,
  "spin_multiplicity": 1,
  "homo_lumo_gap_ev": 8.80,
  "total_charge": 6,
  "max_force_ha_per_bohr": 0.089,
  "e_homo_ev": -19.1,
  "species": ["C", "C", "O", "N", "H", "H", "C", "H", "H", "H", "H", "H", "H", "C", "C", "O", "N", "H", "H", "C", "H", "H", "H", "H", "H", "H", "C", "C", "O", "N", "H", "H", "C", "H", "H", "H", "H", "H", "H", "C", "C", "O", "N", "H", "H", "C", "H", "H", "H", "H", "H", "H", "C", "C", "C", "N", "C", "C", "C", "C", "C", "C", "H", "H", "H", "H", "H", "H", "H", "H", "H", "H", "H", "H", "H", "H", "H", "H", "H", "H", "H", "H", "C", "C", "C", "N", "C", "C", "C", "C", "C", "C", "H", "H", "H", "H", "H", "H", "H", "H", "H", "H", "H", "H", "H", "H", "H", "H", "H", "H", "H", "H", "C", "C", "C", "N", "C", "C", "C", "C", "C", "C", "H", "H", "H", "H", "H", "H", "H", "H", "H", "H", "H", "H", "H", "H", "H", "H", "H", "H", "H", "H", "C", "C", "C", "N", "C", "C", "C", "C", "C", "C", "H", "H", "H", "H", "H", "H", "H", "H", "H", "H", "H", "H", "H", "H", "H", "H", "H", "H", "H", "H", "O", "C", "O", "O", "H", "O", "C", "O", "O", "H"],
  "xyz": [[17.10, 23.80, 20.02], [17.73, 22.87, 19.02], [17.32, 21.95, 18.47], [19.29, 23.21, 18.76], [19.63, 24.03, 19.24], [19.85, 22.48, 19.16], [19.52, 23.41, 17.26], [17.52, 24.80, 19.92], [17.31, 23.47, 21.03], [16.02, 23.79, 19.97], [19.32, 24.45, 16.97], [18.96, 22.67, 16.70], [20.58, 23.24, 17.10], [19.93, 14.71, 18.12], [18.88, 15.72, 18.56], [18.83, 16.50, 19.44], [17.47, 15.51, 17.86], [17.12, 16.45, 17.60], [17.79, 15.11, 17.02], [16.56, 14.52, 18.68], [20.60, 14.66, 18.97], [20.55, 15.04, 17.27], [19.42, 13.79, 18.01], [16.42, 13.61, 18.13], [15.57, 15.01, 18.90], [17.08, 14.23, 19.60], [19.99, 20.11, 9.07], [18.53, 20.35, 8.75], [17.86, 20.95, 9.65], [17.98, 20.05, 7.57], [15.49, 20.19, 11.48], [18.71, 19.84, 6.91], [16.61, 20.27, 7.22], [20.23, 19.06, 8.78], [20.16, 20.19, 10.14], [20.66, 20.74, 8.51], [16.21, 19.67, 6.38], [16.53, 21.33, 6.94], [16.00, 20.11, 8.11], [19.88, 13.68, 10.59], [18.46, 14.05, 10.62], [17.57, 13.27, 10.74], [17.99, 15.51, 10.55], [18.66, 16.11, 10.97], [17.81, 15.76, 9.56], [16.74, 15.73, 11.43], [20.55, 14.41, 11.05], [20.17, 13.49, 9.52], [19.96, 12.71, 11.14], [15.94, 16.29, 10.89], [17.16, 16.26, 12.30], [16.33, 14.74, 11.69], [18.00, 29.48, 10.62], [17.64, 28.00, 10.37], [16.95, 27.44, 11.61], [16.45, 26.02, 11.49], [15.78, 25.72, 12.86], [14.97, 24.42, 12.87], [13.93, 24.46, 11.80], [14.51, 24.76, 10.45], [15.35, 25.99, 10.39], [17.55, 24.99, 11.19], [18.53, 29.38, 11.56], [17.12, 30.08, 10.81], [18.59, 29.96, 9.83], [18.53, 27.33, 10.26], [17.06, 27.87, 9.44], [16.09, 27.97, 11.95], [17.65, 27.44, 12.47], [15.12, 26.55, 13.03], [16.54, 25.64, 13.65], [14.49, 24.47, 13.86], [15.63, 23.55, 12.83], [13.19, 25.25, 11.97], [13.24, 23.60, 11.76], [13.67, 24.81, 9.76], [15.13, 23.95, 10.07], [14.78, 26.91, 10.52], [15.89, 26.04, 9.44], [18.29, 24.97, 11.98], [18.00, 25.19, 10.23], [17.09, 23.98, 11.10], [11.54, 21.73, 19.98], [11.11, 21.95, 18.49], [11.70, 20.78, 17.70], [11.32, 20.55, 16.24], [11.78, 19.15, 15.74], [11.24, 18.73, 14.32], [9.70, 18.80, 14.27], [9.29, 20.19, 14.64], [9.76, 20.68, 16.05], [11.99, 21.63, 15.42], [11.15, 22.53, 20.62], [12.63, 21.79, 20.07], [11.24, 20.79, 20.48], [11.42, 22.91, 18.02], [10.04, 21.98, 18.43], [11.33, 19.90, 18.27], [12.79, 20.84, 17.72], [11.38, 18.45, 16.49], [12.85, 19.12, 15.84], [11.53, 17.72, 14.13], [11.73, 19.42, 13.64], [9.16, 17.98, 14.80], [9.46, 18.70, 13.24], [8.20, 20.20, 14.71], [9.65, 20.87, 13.86], [9.15, 20.09, 16.73], [9.50, 21.72, 16.14], [11.46, 22.56, 15.57], [11.82, 21.47, 14.38], [13.09, 21.67, 15.54], [7.59, 18.42, 7.26], [8.97, 18.98, 7.70], [8.93, 20.52, 7.79], [10.08, 21.15, 8.54], [11.47, 20.65, 8.13], [11.81, 20.99, 6.71], [11.90, 22.49, 6.55], [10.61, 23.19, 6.99], [10.10, 22.72, 8.40], [9.86, 20.81, 10.02], [7.21, 19.10, 6.48], [6.82, 18.51, 8.02], [7.73, 17.40, 6.94], [9.73, 18.76, 6.95], [9.24, 18.50, 8.65], [7.98, 20.84, 8.25], [8.96, 20.94, 6.77], [11.50, 19.56, 8.33], [12.22, 21.11, 8.73], [11.07, 20.73, 5.97], [12.70, 20.54, 6.30], [12.07, 22.83, 5.54], [12.74, 22.82, 7.16], [9.81, 22.97, 6.22], [10.73, 24.29, 6.99], [9.10, 23.01, 8.62], [10.72, 23.00, 9.27], [8.88, 21.11, 10.32], [10.65, 21.30, 10.61], [9.92, 19.72, 10.17], [12.98, 14.57, 15.28], [11.66, 13.91, 14.83], [11.34, 12.79, 15.79], [10.33, 11.74, 15.29], [10.92, 11.04, 14.05], [10.20, 9.72, 13.62], [9.92, 8.75, 14.75], [9.36, 9.46, 15.96], [10.22, 10.70, 16.40], [9.01, 12.39, 15.06], [13.18, 15.48, 14.72], [13.84, 13.90, 15.17], [12.95, 14.85, 16.31], [11.63, 13.58, 13.75], [10.96, 14.73, 14.83], [10.99, 13.20, 16.77], [12.25, 12.20, 16.01], [11.93, 10.81, 14.36], [10.86, 11.72, 13.24], [10.84, 9.21, 12.91], [9.23, 9.97, 13.17], [10.82, 8.23, 15.04], [9.27, 8.01, 14.36], [9.32, 8.82, 16.87], [8.30, 9.71, 15.87], [11.23, 10.35, 16.68], [9.74, 11.19, 17.24], [8.30, 11.58, 14.98], [9.11, 12.79, 14.05], [8.78, 13.16, 15.80], [18.45, 17.45, 13.53], [17.76, 17.81, 14.66], [17.34, 19.00, 14.80], [17.59, 16.87, 15.38], [18.54, 18.30, 13.01], [15.17, 20.66, 14.55], [14.80, 20.41, 13.20], [15.80, 20.37, 12.38], [13.69, 20.46, 12.79], [16.00, 20.38, 14.93]],
  "mulliken_charge": [-1.090, 0.643, -0.343, -0.223, 0.363, 0.370, -0.863, 0.386, 0.371, 0.306, 0.316, 0.380, 0.386, -1.068, 0.633, -0.413, -0.086, 0.310, 0.321, -0.737, 0.358, 0.334, 0.397, 0.326, 0.299, 0.340, -1.214, 0.661, -0.552, -0.137, 0.185, 0.224, -0.676, 0.368, 0.244, 0.369, 0.332, 0.296, 0.125, -0.991, 0.534, -0.411, -0.091, 0.349, 0.373, -0.624, 0.377, 0.324, 0.335, 0.324, 0.191, 0.330, -1.290, -0.084, -0.898, 0.241, -1.045, 0.005, -0.490, -0.742, -0.710, -1.003, 0.351, 0.337, 0.375, 0.284, 0.289, 0.383, 0.501, 0.434, 0.455, 0.316, 0.070, 0.317, 0.189, 0.470, 0.278, 0.378, 0.462, 0.310, 0.367, 0.423, -1.264, -0.303, -0.871, 0.792, -1.000, 0.063, -0.794, -0.516, -0.967, -1.192, 0.398, 0.291, 0.364, 0.317, 0.352, 0.322, 0.525, 0.406, 0.704, 0.288, -0.172, 0.319, 0.425, 0.393, 0.188, 0.449, 0.511, 0.357, 0.430, 0.191, -1.350, -0.276, -0.767, 0.208, -0.734, -0.803, -0.633, -0.597, -0.413, -1.125, 0.363, 0.374, 0.382, 0.350, 0.206, 0.381, 0.547, 0.470, 0.585, 0.238, 0.504, 0.440, 0.177, 0.318, 0.416, 0.364, 0.267, 0.412, 0.295, 0.409, -1.661, 0.208, -0.955, 0.141, -0.658, -0.664, -0.692, -0.778, -0.580, -0.872, 0.431, 0.419, 0.411, 0.180, 0.275, 0.531, 0.335, 0.377, 0.436, 0.396, 0.352, 0.331, 0.374, 0.410, 0.355, 0.404, 0.459, 0.391, 0.389, 0.257, -0.472, 0.546, -0.802, -0.695, 0.289, -0.091, 0.514, -0.313, -0.536, 0.309]
}

***

Record 5
{
  "formula": "C2H5N3S",
  "method": "ωB97M-V/def2-TZVPD",
  "de_lowest_kcal_mol": 117.8,
  "e_lumo_ev": -0.6220,
  "spin_multiplicity": 1,
  "homo_lumo_gap_ev": 8.55,
  "max_force_ha_per_bohr": 0.124,
  "e_homo_ev": -9.2,
  "species": ["C", "C", "H", "H", "H", "H", "H", "N", "N", "N", "S"],
  "xyz": [[-0.52, -0.55, -0.72], [0.18, 0.14, 0.42], [-2.50, -1.08, 0.01], [-1.83, -2.07, -1.39], [0.89, 0.23, -1.42], [-0.53, 0.43, 1.37], [3.19, 1.92, 1.93], [-1.59, -1.31, -0.54], [0.14, -0.54, -1.78], [1.20, 0.94, 0.36], [1.35, 1.90, 1.76]],
  "mulliken_charge": [0.233, 0.235, 0.245, 0.294, 0.385, 0.191, 0.160, -0.505, -0.665, -0.412, -0.160]
}

***

Record 6
{
  "formula": "CH6ClNSi",
  "method": "ωB97M-V/def2-TZVPD",
  "de_lowest_kcal_mol": 24.1,
  "e_lumo_ev": 0.8112,
  "spin_multiplicity": 1,
  "homo_lumo_gap_ev": 10.29,
  "smiles": "C[Si@@H](N)Cl",
  "max_force_ha_per_bohr": 0.121,
  "e_homo_ev": -9.5,
  "species": ["C", "N", "Si", "Cl", "H", "H", "H", "H", "H", "H"],
  "xyz": [[0.51, -0.66, 0.96], [0.01, 1.82, -0.67], [0.16, 0.15, -1.00], [1.85, -0.14, -2.24], [-0.50, -0.41, 1.47], [0.57, -1.71, 1.10], [1.34, -0.06, 1.34], [-0.85, 2.12, -0.04], [0.69, 2.45, -0.69], [-1.04, -0.21, -1.58]],
  "mulliken_charge": [-0.906, -0.421, 0.484, -0.264, 0.216, 0.337, 0.229, 0.239, 0.203, -0.117]
}